Model w:
ORCA calculation (the ωB97M-V functional and the def2-TZVPD basis) on the molecule C3H8OS.

Calculated values
- SMILES = C[C@H](S)CO
- LUMO level (Eh) = 0.03021
- frontier orbital gap (eV) = 10.1

Each line ends with the Mulliken charge.
Positions of all 13 atoms, in Å:
C  0.10247  1.36286  0.56728  -1.3744
C  -0.43269  0.24827  -0.37064  0.4788
S  -2.10394  -0.41994  0.07574  -0.2261
C  0.69796  -0.70601  -0.75751  -0.8163
O  0.83808  -1.63325  0.53041  -0.5114
H  0.14728  1.02307  1.57181  0.3607
H  1.12805  1.58181  0.37670  0.3664
H  -0.25348  2.37253  0.48985  0.3677
H  -0.56302  0.56850  -1.40559  0.2415
H  -2.00285  -0.41686  1.41518  0.1367
H  1.60364  -0.24281  -0.93215  0.3805
H  0.51496  -1.37822  -1.73715  0.2926
H  0.32354  -2.35994  0.17609  0.3032



Model x:
ORCA calculation (the ωB97M-V functional and the def2-TZVPD basis) on the molecule C3H8OS.

Calculated values
- SMILES = OCCCS
- LUMO level (Eh) = 0.03306
- frontier orbital gap (eV) = 10.3

Each line ends with the Mulliken charge.
Positions of all 13 atoms, in Å:
O  1.21240  0.17380  1.73225  -0.5560
C  -0.05388  -0.40730  1.70418  -0.3336
C  -0.19547  -1.30994  0.44744  -0.6202
C  -0.91885  -0.41125  -0.53291  -0.6907
S  -0.00406  0.88796  -1.68356  -0.1947
H  1.68825  0.18643  0.76262  0.3327
H  -0.23887  -1.01548  2.58457  0.2602
H  -0.59909  0.54240  1.84564  0.2728
H  0.77278  -1.60038  -0.07402  0.2995
H  -0.72545  -2.22624  0.53356  0.4256
H  -1.62285  0.40846  -0.18799  0.3196
H  -1.64130  -1.04215  -1.06390  0.3683
H  -0.25861  1.92013  -1.03374  0.1164



Model y:
ORCA calculation (the ωB97M-V functional and the def2-TZVPD basis) on a cluster of 2 separate species, C3H8OS in total.

Calculated values
- SMILES = C=CO.CS
- LUMO level (Eh) = 0.02683
- frontier orbital gap (eV) = 9.6

Each line ends with the Mulliken charge.
Positions of all 13 atoms, in Å:
C  1.78722  0.52713  -0.67720  -0.4663
C  2.44016  -0.62714  -0.31296  -0.2208
O  1.76684  -1.75579  -0.16520  -0.4946
H  2.42401  1.39648  -0.90436  0.2386
H  0.86706  0.46241  -1.12339  0.1857
H  3.47145  -0.72188  -0.25751  0.3990
H  1.44361  -1.64943  0.80503  0.3480
C  -2.58594  0.38281  0.89268  -0.6967
S  -1.44181  0.91690  -0.37036  -0.2217
H  -3.71732  0.48842  0.72016  0.2703
H  -2.56822  -0.63353  1.26214  0.2974
H  -2.16086  1.00000  1.70014  0.2250
H  -1.72620  0.21360  -1.56917  0.1361



Name the least stable of them. model y.



Model w:
ORCA calculation (the ωB97M-V functional and the def2-TZVPD basis) on the ion C4H6NO3S with charge -1.

Calculated values
- total charge = -1
- LUMO level (Eh) = 0.14028
- frontier orbital gap (eV) = 7.5

Each line ends with the Mulliken charge.
Positions of all 15 atoms, in Å:
C  -0.53869  -1.05357  -1.00441  -0.0044
C  0.18476  0.51263  0.94096  -0.4594
C  1.47944  -0.09549  0.45436  -0.5062
C  0.25963  -0.03689  -0.44308  0.5629
N  -1.60004  -0.53836  -1.64642  -0.3356
O  0.28565  1.19813  -3.16246  -0.5716
O  -0.28367  -2.26331  -0.99947  -0.7297
O  -0.88458  2.40185  -1.40153  -0.5935
S  0.34913  1.75093  -1.78916  0.4710
H  -0.38299  -0.13443  1.75861  0.1821
H  -0.06476  1.62368  0.95891  0.1895
H  2.38389  0.49026  0.15156  0.1500
H  1.87336  -1.03858  1.04763  0.1966
H  -1.63017  0.40314  -1.85455  0.2336
H  -1.97438  -1.18952  -2.25852  0.2147



Model x:
ORCA calculation (the ωB97M-V functional and the def2-TZVPD basis) on a cluster of 2 separate species, C4H6NO3S in total.

Calculated values
- total charge = -1
- LUMO level (spin up / spin down) (Eh) = 0.13526 / 0.13798
- frontier orbital gap (spin up / spin down) (eV) = 5.8 / 6.9

Each line ends with the Mulliken charge.
Positions of all 15 atoms, in Å:
C  -1.49360  -0.22730  0.14809  0.2068
C  -0.05423  -0.71286  0.39619  0.5045
C  0.35528  0.27753  -0.69357  -0.6694
C  0.08362  -2.24290  -0.00072  -1.3174
N  -1.06835  0.54645  -0.96237  -0.2125
O  2.79495  3.16491  0.52735  -0.5401
O  -2.54548  -0.15929  0.75644  -0.6637
O  0.35962  3.56069  0.95426  -0.4903
S  1.47704  2.62518  0.94698  0.5412
H  0.31414  -0.34182  1.34396  0.3096
H  0.78550  -0.13722  -1.72918  0.1190
H  -0.20500  -2.44689  -1.03350  0.3367
H  -0.56163  -2.88551  0.56981  0.3612
H  1.23167  -2.47149  0.12393  0.2678
H  -1.47353  1.45054  -1.34766  0.2467



Name the least stable of them. model x.